1.
22
Properties=species:S:1:pos:R:3:forces:R:3 method="wB97M-V/def2-TZVPD" multiplicity=1 smiles="CC(=O)C=O.CCC(C)=O" energy_ev=-13595.2096
C -2.05025 0.56832 -2.22615 0.3 0.0 -0.3
C -1.41871 -0.43082 -1.31158 -0.3 0.5 -0.4
O -0.45143 -1.10123 -1.57145 -0.1 -0.2 0.2
C -2.09715 -0.52903 0.05325 0.2 -0.7 0.3
O -2.60444 0.40822 0.59518 -0.1 0.2 -0.1
H -3.08018 0.27699 -2.42123 -0.1 0.0 0.0
H -2.08095 1.52815 -1.72013 -0.1 0.2 0.1
H -1.49950 0.64625 -3.16094 0.0 0.0 0.0
H -2.05315 -1.53345 0.50825 0.0 0.0 0.1
C 1.88579 0.99620 -0.11590 0.0 0.1 0.1
C 1.05048 0.99610 1.15152 -0.5 0.2 -0.1
C 0.65355 -0.35380 1.72466 0.3 0.0 -0.1
C 1.35136 -1.56143 1.16766 -0.1 -0.3 0.2
O -0.17017 -0.43542 2.60461 -0.1 0.0 0.0
H 1.37394 0.48714 -0.92510 0.0 -0.1 -0.2
H 2.84367 0.50858 0.04587 0.1 0.0 -0.1
H 2.07683 2.02157 -0.42892 0.1 0.0 0.0
H 0.12033 1.56018 1.00226 0.1 -0.1 0.1
H 1.57864 1.51473 1.94602 0.1 0.1 0.2
H 1.13000 -1.65090 0.10422 0.1 0.0 0.0
H 2.43076 -1.46261 1.28740 0.0 0.0 -0.1
H 1.01058 -2.45376 1.69049 0.0 0.0 0.0


2.
23
Properties=species:S:1:pos:R:3:forces:R:3 method="wB97M-V/def2-TZVPD" multiplicity=1 energy_ev=-24429.8309
C -1.79806 -0.84920 -0.09060 -0.4 0.2 0.1
C 1.37504 0.32329 0.35470 -1.9 -1.9 -2.6
C 0.41467 -0.56695 -0.85682 2.1 2.1 2.4
C -2.73616 -1.90476 0.42086 0.0 0.1 0.1
C 0.96752 0.07140 1.76936 0.1 -0.3 0.0
C 1.84145 1.68916 -0.02810 0.1 0.0 0.0
C 0.17275 0.08072 -2.18142 -0.1 -0.1 0.1
O -2.08076 0.29895 -0.29727 0.1 0.0 0.1
O 2.10326 -2.27696 0.44006 0.2 -1.1 0.6
O -0.57515 -1.37457 -0.31754 0.5 -0.4 -0.2
S 2.13539 -1.14444 -0.47702 -0.9 1.2 -0.3
H -2.19180 -2.66043 0.97948 0.0 -0.1 0.0
H -3.22663 -2.38350 -0.42571 0.0 0.0 -0.1
H -3.50021 -1.44048 1.03864 0.0 0.0 0.0
H 1.83551 0.19138 2.41933 0.0 0.0 0.1
H 0.60666 -0.94896 1.87894 0.0 0.0 0.1
H 0.18983 0.76524 2.08721 0.0 0.1 -0.1
H 2.77520 1.92158 0.48564 0.1 0.1 0.0
H 1.09868 2.43243 0.26157 0.0 0.0 0.0
H 2.01694 1.77616 -1.09592 0.0 0.1 -0.1
H -0.22485 -0.66355 -2.87287 0.0 0.0 -0.1
H 1.10895 0.45406 -2.58376 0.1 0.0 -0.1
H -0.54050 0.90028 -2.09519 0.1 0.0 0.0